Computed, not measured: a cluster of 13 separate species, C35H33BBrCl48F9IN2O6S in total at a distorted geometry, with wB97M-V/def2-TZVPD.

Structure (XYZ):
```
137
Properties=species:S:1:pos:R:3:mulliken_charge:R:1
C 3.31029 -3.22791 -0.16196 -0.117
C 2.45485 -3.82669 -1.26279 0.634
O 1.40716 -4.39080 -1.01611 -0.512
O 2.89259 -3.77255 -2.56478 -0.254
C 3.47207 -2.52009 -2.95998 0.378
C 2.92739 -2.12411 -4.32674 -1.145
C 1.43825 -1.76763 -4.32293 -0.240
C 1.19468 -0.35903 -3.72628 -0.842
C 0.85716 -0.44522 -2.20738 0.762
C -0.39352 0.37585 -1.84765 -0.834
C -0.41538 1.90096 -1.92229 0.650
C 0.43706 2.89772 -2.67559 -1.036
C 1.96326 2.72476 -2.49479 0.366
C 2.68022 3.96132 -1.91431 -0.690
C 3.21238 3.65707 -0.48026 -0.275
C 4.65846 3.18249 -0.61771 0.741
F 4.82864 2.30589 -1.69112 -0.306
F 5.40166 4.31989 -0.94805 -0.343
C 5.41302 2.63255 0.62921 0.393
F 6.69382 2.26962 0.22717 -0.263
F 5.55665 3.67777 1.54112 -0.268
S 4.67838 1.17125 1.60262 1.183
F 5.78237 0.16412 1.01773 -0.343
F 3.70843 0.73637 0.41171 -0.109
F 3.56874 2.11627 2.24187 -0.256
F 5.69066 1.51838 2.80080 -0.390
F 4.11582 -0.03592 2.48596 -0.221
N -1.39052 2.29043 -1.15876 0.874
N -1.76999 3.63643 -1.00413 -1.659
C -2.45220 4.10424 -1.94530 0.852
O -3.08120 4.57881 -2.79758 -0.369
C -2.11909 1.28848 -0.36988 0.988
C -3.61649 1.19414 -0.65964 -1.024
C -4.54520 1.10635 0.55391 0.433
C -5.99837 1.33768 0.06440 -1.320
Br -4.16183 2.47229 1.88981 -0.103
C -1.19233 0.02585 -0.51844 0.947
C -1.84829 -1.33425 -0.74960 0.035
C -2.89659 -1.76357 0.26720 -1.216
O -3.97678 -2.17366 -0.12353 -0.393
I -2.57088 -1.71025 2.39088 0.108
B 0.00474 0.08048 0.54837 0.956
O 0.45677 -1.07590 1.12865 -0.400
O 0.67354 1.29098 0.78150 0.953
H 3.21895 -2.13911 -0.17945 -0.442
H 2.87928 -3.55922 0.78186 0.186
H 4.36075 -3.50934 -0.23142 0.465
H 3.26548 -1.72183 -2.24691 -0.522
H 4.55899 -2.63118 -3.02922 0.467
H 3.54514 -1.29328 -4.68965 0.385
H 3.11738 -2.95398 -5.01486 0.338
H 0.85464 -2.49839 -3.75664 0.540
H 1.09768 -1.79806 -5.35836 -0.052
H 0.34252 0.11070 -4.22793 0.692
H 2.09015 0.22758 -3.91520 0.184
H 1.72463 -0.17775 -1.60256 -1.177
H 0.62475 -1.48726 -1.96448 0.396
H -1.08565 0.09554 -2.66443 0.907
H 0.15404 3.88189 -2.28895 0.120
H 0.13937 2.89512 -3.73123 0.524
H 2.38031 2.54644 -3.48577 0.549
H 2.24109 1.86589 -1.89874 -0.405
H 2.04131 4.84154 -1.90328 -0.294
H 3.55572 4.14278 -2.53427 0.506
H 3.21467 4.58898 0.08416 0.727
H 2.55965 2.91149 -0.02146 -0.352
H -1.92591 1.64360 0.64983 -0.487
H -3.81384 0.31737 -1.28460 -0.538
H -3.95514 2.06248 -1.23832 0.618
H -4.52885 0.13906 1.04939 0.230
H -6.19659 2.41003 0.15064 0.374
H -6.70641 0.85517 0.73925 0.355
H -6.13586 1.01880 -0.96898 0.295
H -2.30545 -1.45233 -1.73604 0.581
H -1.03647 -2.07318 -0.70024 0.522
H 0.84136 -0.90142 1.99571 0.090
H 0.30596 1.84636 1.48904 -0.825
C 2.73728 -3.50269 4.81869 0.156
Cl 1.62057 -4.47264 3.85630 -0.079
Cl 3.18940 -2.02711 3.93445 0.033
Cl 1.95913 -3.05646 6.34175 -0.106
Cl 4.19604 -4.42652 5.15637 -0.032
C 0.49545 -3.48771 -8.32580 0.356
Cl -0.09602 -2.33403 -9.52355 -0.091
Cl 2.08520 -2.96512 -7.74345 -0.096
Cl -0.63688 -3.55956 -6.96728 -0.075
Cl 0.63601 -5.08402 -9.05623 -0.093
C -9.95008 0.75904 -1.74513 0.306
Cl -10.22392 -0.74964 -2.61182 -0.069
Cl -11.41727 1.73450 -1.76425 -0.091
Cl -9.50482 0.39310 -0.06905 -0.079
Cl -8.63771 1.65764 -2.52557 -0.089
C -0.23166 3.64156 4.59848 0.289
Cl 1.18675 4.68423 4.55964 -0.086
Cl 0.06783 2.25530 5.63239 -0.076
Cl -1.62796 4.53748 5.18091 -0.087
Cl -0.58271 3.07553 2.93814 -0.062
C -4.84951 7.97532 -4.15924 0.322
Cl -5.55814 7.27391 -5.61501 -0.094
Cl -5.37458 9.64772 -3.98782 -0.090
Cl -5.36801 7.04499 -2.74539 -0.086
Cl -3.08244 7.91929 -4.27580 -0.068
C 7.36844 -3.42472 8.01523 0.253
Cl 6.24576 -2.55778 6.96207 -0.007
Cl 7.77328 -4.98350 7.28995 -0.073
Cl 8.84822 -2.47976 8.24174 -0.092
Cl 6.60350 -3.68771 9.58501 -0.100
C -6.14517 -2.83434 -2.93868 0.321
Cl -5.21888 -4.24240 -2.42145 -0.090
Cl -6.93311 -3.17667 -4.47829 -0.104
Cl -7.35971 -2.44830 -1.72435 -0.062
Cl -5.05551 -1.44212 -3.14719 -0.106
C -5.34042 -1.36108 6.06335 0.219
Cl -5.87682 -2.49235 4.81619 -0.103
Cl -6.01247 0.24012 5.73382 -0.094
Cl -5.88259 -1.92082 7.64279 -0.001
Cl -3.57023 -1.26440 6.04264 -0.062
C 2.83292 -8.04863 -1.12973 0.317
Cl 1.88562 -7.21169 -2.35623 -0.061
Cl 3.38169 -9.60685 -1.75199 -0.101
Cl 4.24024 -7.05802 -0.70333 -0.102
Cl 1.84292 -8.30341 0.31115 -0.100
C -8.60456 -3.93005 9.98735 0.379
Cl -7.29718 -2.77730 10.30631 -0.110
Cl -8.37688 -5.36283 10.99077 -0.086
Cl -10.15277 -3.17629 10.37144 -0.088
Cl -8.57852 -4.39206 8.28220 -0.093
C 1.18630 8.38539 -2.66386 0.338
Cl 2.79935 8.01792 -3.27834 -0.098
Cl 0.43898 9.63705 -3.64964 -0.088
Cl 0.19014 6.91372 -2.73812 -0.089
Cl 1.29509 8.92422 -0.98881 -0.094
C 8.79529 -2.71472 3.41186 0.234
Cl 10.26681 -3.27724 2.61453 -0.094
Cl 8.05848 -1.42403 2.45123 -0.048
Cl 7.65443 -4.05548 3.54927 -0.067
Cl 9.19141 -2.09333 5.01706 -0.048
```

Calculated values
Total charge   +1
LUMO level   -3.3 eV
Kohn-Sham gap   8.65 eV
E_HOMO   -11.98 eV

---

Computed, not measured: a structure of composition C35H33Cl5IrN3O2P2 at a distorted geometry, with wB97M-V/def2-TZVPD.

Structure (XYZ):
```
81
Properties=species:S:1:pos:R:3:mulliken_charge:R:1
Ir 0.26487 0.67087 -0.04556 3.731
C 1.06187 4.50487 2.35774 -1.788
C 1.17777 3.03327 2.04934 0.161
O 0.22227 2.48427 1.45904 -0.154
C 2.36877 2.37467 2.43864 -0.862
C 2.62187 1.01457 2.31454 0.465
C 3.88147 0.43757 2.88674 -1.542
N 1.75957 0.17557 1.73484 0.228
N 1.94747 -1.09883 1.89864 -0.508
C 1.02847 -1.95123 1.42224 -0.156
O -0.02673 -1.56343 0.86724 -0.521
C 1.35937 -3.37193 1.61524 0.427
C 2.57217 -3.75383 2.19504 -0.261
C 2.90357 -5.09113 2.28544 -0.766
C 2.03367 -6.06123 1.80864 -0.393
C 0.82217 -5.68903 1.24344 -0.848
C 0.48637 -4.35253 1.14234 -0.177
H 0.06587 4.84737 2.08854 0.242
H 1.79597 5.05907 1.77474 0.348
H 1.25017 4.70547 3.40864 0.447
H 3.11567 2.97527 2.93394 0.442
H 4.56127 1.22497 3.19184 0.462
H 4.35487 -0.19913 2.14034 0.338
H 3.64727 -0.19143 3.74654 0.283
H 3.24407 -2.99383 2.55714 0.465
H 3.85047 -5.38003 2.71304 0.421
H 2.30667 -7.10323 1.87184 0.416
H 0.15417 -6.44723 0.86194 0.423
H -0.44463 -4.04213 0.68804 0.371
C -0.24143 4.14857 -1.95436 -1.833
P -0.96873 2.71877 -1.06596 1.670
C -2.14573 2.16857 -2.36416 -1.403
C -2.13593 3.38737 0.16184 0.277
C -2.54293 4.71577 0.14624 -0.857
C -3.47073 5.17367 1.06564 -0.800
C -3.97113 4.30867 2.02404 -0.844
C -3.53703 2.99437 2.07544 -1.064
C -2.62683 2.51767 1.14244 0.134
P -1.99363 0.80327 1.22014 1.121
C -3.44023 -0.19583 0.69494 -1.504
C -1.93693 0.38767 3.00144 -1.689
H 0.32907 4.78667 -1.28346 0.426
H -1.01563 4.72017 -2.46396 0.570
H 0.43427 3.73637 -2.70426 0.425
H -2.83043 2.98087 -2.60606 0.515
H -2.70583 1.30737 -2.01306 0.208
H -1.57873 1.88517 -3.24926 0.423
H -2.12243 5.40687 -0.56666 0.396
H -3.79803 6.20257 1.03254 0.444
H -4.69473 4.66147 2.74064 0.432
H -3.89773 2.34707 2.86044 0.370
H -4.32383 0.07077 1.27454 0.576
H -3.19163 -1.24033 0.86524 0.416
H -3.64503 -0.05073 -0.36286 0.265
H -2.93023 0.38127 3.44434 0.594
H -1.29733 1.09317 3.52224 0.424
H -1.50363 -0.60813 3.08014 0.393
N -0.80473 -0.46313 -1.71886 -0.701
C -1.05983 -1.49573 -2.17266 0.247
C -1.50643 -2.67893 -2.77386 0.299
C -2.73473 -3.21623 -2.36276 -0.309
C -3.24423 -4.32593 -3.00636 -0.782
C -2.54503 -4.90113 -4.05786 -0.353
C -1.31713 -4.38693 -4.45006 -0.776
C -0.79093 -3.27713 -3.81796 -0.290
H -3.27363 -2.75153 -1.55096 0.442
H -4.18933 -4.74193 -2.69006 0.427
H -2.96233 -5.75003 -4.57636 0.416
H -0.76753 -4.85543 -5.25466 0.425
H 0.15967 -2.86623 -4.12136 0.542
Cl 1.71287 -2.54423 -1.50666 -0.123
C 2.55777 -1.07153 -1.80836 1.081
C 2.11547 0.11187 -1.23466 -1.919
C 2.87497 1.23887 -1.52486 1.250
Cl 2.37417 2.72077 -0.80116 -0.087
C 3.98327 1.24337 -2.36116 -0.427
Cl 4.81417 2.70417 -2.71706 -0.189
C 4.39517 0.03547 -2.91846 0.738
Cl 5.74757 -0.01823 -3.97046 -0.186
C 3.68157 -1.12623 -2.63536 -0.319
Cl 4.17567 -2.61113 -3.33636 -0.188
```

Calculated values
Total charge   +1
ΔE to the lowest compared entry with this formula, charge and spin   173.89 kJ/mol
LUMO level (alpha / beta)   -3.7 / -3.9 eV
Kohn-Sham gap (alpha / beta)   6.18 / 6.60 eV
2S+1   2
E_HOMO (alpha / beta)   -9.90 / -10.50 eV

---

Computed, not measured: a structure of composition C35H33ClFIrN5O2, with wB97M-V/def2-TZVPD.

Structure (XYZ):
```
78
Properties=species:S:1:pos:R:3:mulliken_charge:R:1
Ir 0.15385 0.20383 0.10181 1.185
O -0.29089 0.71605 4.14415 -0.623
C 0.02997 0.65492 2.98738 0.190
N -0.74156 0.34719 1.89426 0.249
C -2.11643 0.24984 1.89728 -0.317
O -2.87828 0.62852 2.74947 -0.592
C -2.62264 -0.39969 0.62220 0.933
C -3.94551 -0.77124 0.52915 -0.759
C -4.37494 -1.43187 -0.61287 -0.550
C -3.45847 -1.70002 -1.61290 -1.330
C -2.14840 -1.27804 -1.46335 -0.120
N -1.73441 -0.62988 -0.37327 0.151
C 1.45831 0.92684 2.55150 0.555
C 2.42453 1.22887 3.48555 -0.774
C 3.69950 1.55670 3.05341 -0.439
C 3.94889 1.61455 1.69306 -1.196
C 2.93439 1.29777 0.80967 0.330
N 1.72158 0.91909 1.22386 0.244
H -4.60078 -0.54650 1.35898 0.597
H -5.40699 -1.73950 -0.71395 0.455
H -3.74186 -2.22940 -2.51135 0.545
H -1.40724 -1.46302 -2.22465 0.701
H 2.13942 1.21189 4.52844 0.598
H 4.48063 1.78444 3.76598 0.456
H 4.91754 1.89663 1.30590 0.515
H 3.08097 1.35052 -0.25546 0.435
C -1.48510 0.43568 -4.38124 -1.760
C -0.79413 1.35374 -3.36564 2.095
C -1.37445 2.76200 -3.47012 -1.535
C 0.70753 1.25136 -3.56313 0.118
C 1.31592 2.07882 -4.50022 -0.068
C 2.65353 1.94002 -4.81067 -1.757
C 3.37363 0.90323 -4.24584 -0.834
C 2.81112 0.02746 -3.31728 1.135
C 3.62276 -1.21003 -2.91509 1.680
C 4.05247 -1.24687 -1.45195 -1.146
C 4.84410 -1.45460 -3.80020 -2.166
C 1.47615 0.27029 -2.89827 -1.549
N 0.90452 -0.43372 -1.78945 1.808
C 0.88807 -1.80698 -1.84389 -0.055
C 0.90046 -2.58616 -3.01997 -0.438
C 0.81989 -3.96704 -2.97216 -0.840
C 0.71795 -4.65411 -1.76655 -0.889
C 0.69477 -3.92809 -0.58388 -0.835
C 0.77410 -2.56485 -0.68126 0.606
F 0.74183 -1.82242 0.53661 -0.234
H -2.56195 0.39250 -4.20169 0.376
H -1.08327 -0.57898 -4.34352 0.332
H -1.32923 0.81063 -5.39475 0.434
H -1.01730 0.98874 -2.36719 -1.026
H -1.20223 3.21193 -4.44810 0.474
H -0.96436 3.43511 -2.71745 0.187
H -2.45626 2.72299 -3.32699 0.374
H 0.73387 2.84102 -5.00122 0.340
H 3.12226 2.60232 -5.52662 0.450
H 4.39462 0.75257 -4.56349 0.488
H 2.97819 -2.07723 -3.05722 -0.378
H 4.74463 -0.43001 -1.23037 0.314
H 4.56589 -2.18461 -1.23289 0.496
H 3.18730 -1.18553 -0.79539 0.008
H 5.64453 -0.73735 -3.60435 0.423
H 4.59907 -1.41254 -4.86142 0.493
H 5.24308 -2.44753 -3.59053 0.441
H 0.98530 -2.07561 -3.97180 0.496
H 0.83516 -4.52185 -3.90131 0.497
H 0.65795 -5.73220 -1.74265 0.451
H 0.61766 -4.40021 0.38614 0.558
Cl 1.94884 4.97938 -2.04137 -0.171
C 0.67795 4.19267 -1.19555 -0.462
C -0.40445 4.89988 -0.70523 -0.217
C -1.38140 4.19163 -0.02755 -0.969
C -1.24697 2.82977 0.14687 0.242
N -0.19249 2.14935 -0.33745 0.242
C 0.75495 2.82521 -1.00342 -0.037
H -0.47444 5.96883 -0.85150 0.490
H -2.24803 4.68881 0.38368 0.538
H -1.99065 2.27635 0.69716 0.334
H 1.59829 2.26707 -1.37489 0.005
```

Calculated values
Total charge   +1
ΔE to the lowest compared entry with this formula, charge and spin   0.00 kJ/mol
LUMO level   -3.3 eV
Kohn-Sham gap   6.62 eV
E_HOMO   -9.92 eV

---

Calculated values (hartree) of energy for the records, taken in order: -28196.80965 -4756.00944 -2442.05436.
Calculated values (g mol⁻¹) of molecular weight for the records, taken in order: 2700.07 959.10 802.35.